1.
Formula: C20H34AsN4ORhS
Source: the Open Molecules 2025 dataset
Level of theory: wB97M-V/def2-TZVPD

Atoms and positions in Å:
Rh 0.939 -0.106 -0.325
As -1.040 -0.506 -2.074
S 0.625 2.111 0.155
O 0.284 -2.061 0.263
N -1.729 3.065 0.934
N -0.167 2.787 2.599
N 2.648 -0.771 1.030
N 3.682 -1.575 2.790
C 0.545 -0.437 -3.266
C -3.795 0.295 -2.863
C -0.516 2.694 1.323
C 4.312 -0.425 2.461
C 2.666 -1.781 1.908
C 2.053 -4.010 2.767
C 0.703 -3.022 0.979
C 0.886 0.995 -3.670
C 1.159 2.541 3.137
C 2.049 3.771 2.990
C -2.660 -2.857 -1.328
C -2.020 4.528 -1.014
C 1.806 -2.931 1.915
C 3.662 0.068 1.357
C -1.625 -2.380 -2.341
C 0.039 -4.285 0.866
C 1.331 -5.182 2.674
C 0.349 -5.330 1.685
C -2.200 3.127 -0.438
C -2.335 0.525 -3.213
H -0.829 3.209 3.238
H 2.191 4.030 1.943
H 0.354 -1.055 -4.150
H -3.255 2.852 -0.438
H -3.991 0.505 -1.811
H 3.889 0.942 0.773
H -2.093 1.588 -3.142
H -2.261 -2.778 -0.316
H 2.844 -3.951 3.501
H -3.574 -2.265 -1.380
H 0.096 1.420 -4.289
H 1.021 1.628 -2.784
H 1.609 4.619 3.509
H -1.649 2.380 -1.022
H -2.025 -2.438 -3.360
H 3.020 3.576 3.433
H -2.341 3.498 1.612
H -2.142 0.196 -4.239
H 1.535 -5.993 3.355
H 1.403 -0.894 -2.733
H 3.961 -2.176 3.549
H 1.041 2.291 4.191
H -0.163 -6.274 1.569
H 1.598 1.679 2.623
H -4.088 -0.731 -3.078
H -2.260 4.529 -2.072
H -0.992 4.862 -0.893
H -2.686 5.235 -0.524
H -0.731 -3.009 -2.283
H 1.812 1.028 -4.242
H -2.923 -3.897 -1.518
H 5.137 -0.035 3.023
H -4.428 0.950 -3.462
H -0.730 -4.371 0.116

- HOMO (alpha / beta) (eV) = -13.493 / -14.469
- total charge = +2
- LUMO energy (alpha / beta) (eV) = -5.3 / -8.5
- energy above the lowest of the compared OMol25 structures with the same formula, charge and spin (kcal per mole) = 28.60
- expectation value of S² = 6.056
- multiplicity = 5
- M (g mol⁻¹) = 556.414
- E_tot (eV) = -103966.323

These are the Mulliken partial charges, in e, on atoms 1 to 6: atom 1 (Rh): 0.38, atom 2 (As): 0.87, atom 3 (S): -0.42, atom 4 (O): -0.34, atom 5 (N): -0.19, atom 6 (N): -0.25

2.
Formula: C20H34Br2N2O7
Source: the Open Molecules 2025 dataset
Level of theory: wB97M-V/def2-TZVPD

Atoms and positions in Å:
Br -0.707 -2.493 -2.045
Br -1.470 -0.731 2.061
O -1.942 1.035 -3.171
O 2.964 0.107 1.595
O -3.619 -4.228 2.430
O 0.708 1.464 2.523
O 1.907 -1.826 0.031
O 2.315 -1.610 -2.173
O 0.131 1.948 -3.186
N 3.876 0.783 -0.468
N -3.949 -3.452 4.506
C -0.409 -1.107 0.447
C 2.266 -1.094 -1.083
C -4.696 -2.863 5.601
C 1.244 1.643 1.234
C 0.286 2.690 3.075
C 1.096 -0.992 0.852
C -5.809 -3.393 2.909
C 0.415 1.178 -2.003
C 4.741 0.947 -1.395
C 1.900 1.317 -1.767
C 5.314 -0.166 -2.240
C 5.324 2.304 -1.670
C -4.377 -3.729 3.247
C -2.149 -3.037 0.291
C 2.511 0.395 -0.723
C -0.769 -2.525 -0.082
C -1.470 2.784 -4.744
C -1.140 1.833 -3.617
C 1.842 0.358 0.728
C -0.771 4.137 -4.596
H 2.182 2.335 -1.505
H 5.068 2.974 -0.854
H -1.158 4.840 -5.331
H 2.067 2.365 1.298
H 1.098 -1.228 1.908
H -2.209 -3.380 1.322
H 4.550 -0.846 -2.607
H 6.400 2.273 -1.832
H -4.716 -3.552 6.447
H -2.332 -3.923 -0.314
H -2.545 2.906 -4.760
H -0.664 2.977 2.617
H 1.004 3.488 2.863
H -6.496 -3.947 3.550
H 2.838 0.594 2.412
H 0.128 0.139 -2.136
H -0.200 1.591 -1.207
H 5.911 0.232 -3.054
H -0.949 4.574 -3.617
H 0.297 4.057 -4.767
H 4.840 2.706 -2.560
H 0.195 2.596 4.150
H -1.092 2.330 -5.658
H -2.937 -2.330 0.052
H 0.496 2.092 0.574
H 5.963 -0.732 -1.573
H -0.731 -0.404 -0.310
H -5.996 -3.669 1.876
H -4.215 -1.936 5.919
H -5.715 -2.643 5.304
H 2.375 1.123 -2.730
H -0.045 -3.254 0.260
H -5.989 -2.324 3.024
H -2.985 -3.699 4.665

- HOMO (eV) = -8.201
- total charge = 0
- LUMO energy (eV) = 0.5
- energy above the lowest of the compared OMol25 structures with the same formula, charge and spin (kcal per mole) = 0.00
- M (g mol⁻¹) = 574.307
- structure (SMILES) = CCC(=O)OCC[C@]1(N=C(C)C)C(=O)O[C@H]([C@H](Br)[C@@H](C)Br)[C@]1(O)COC.CNC(C)=O
- E_tot (eV) = -178687.376

These are the Mulliken partial charges, in e, on atoms 1 to 6: atom 1 (Br): -0.16, atom 2 (Br): -0.13, atom 3 (O): -0.58, atom 4 (O): -0.74, atom 5 (O): -0.68, atom 6 (O): -0.24

3.
Formula: C20H34CaCl3F6NO2S6SbSi
Source: the Open Molecules 2025 dataset
Level of theory: wB97M-V/def2-TZVPD

Atoms and positions in Å:
Sb 0.600 -3.689 -2.007
Ca 0.071 -0.525 0.075
Cl -0.438 4.057 2.666
Cl -3.020 3.775 1.430
Cl -2.197 1.945 3.499
S 2.146 -2.828 1.578
S 0.691 -0.626 3.578
S 0.289 1.346 -1.921
S -2.151 -2.347 1.394
S 2.187 1.747 1.649
S 3.175 -0.436 -0.712
Si -1.957 2.977 -3.988
F 0.444 -5.262 -3.021
F 0.741 -2.054 -0.943
F -0.228 -4.434 -0.460
F 1.470 -2.678 -3.356
F 2.298 -4.220 -1.336
F -1.099 -3.090 -2.619
O -0.910 0.804 1.300
O -0.734 2.600 -0.008
N -1.596 -0.345 -1.432
C -3.670 -0.527 -2.564
C -3.517 3.992 -3.532
C 2.157 -3.060 3.401
C -1.659 2.900 2.132
C 4.171 -1.815 -0.046
C -3.392 0.635 -3.265
C 3.962 1.492 1.221
C -2.191 1.312 -3.081
C 4.096 1.065 -0.231
C -2.747 -0.960 -1.625
C 2.288 0.187 3.972
C -3.412 -1.122 1.843
C -1.291 0.732 -2.171
C 3.870 -2.223 1.384
C 1.023 -2.338 4.110
C -2.440 -3.537 2.740
C -1.943 2.564 -5.856
C 2.275 1.616 3.469
C -0.452 4.019 -3.495
C -1.025 1.996 1.013
H -2.839 2.035 -6.167
H 3.664 1.833 -0.877
H -3.270 -0.272 1.185
H -4.447 3.475 -3.746
H -1.751 -4.360 2.581
H 1.204 -2.335 5.187
H -3.467 -3.893 2.683
H -3.267 -0.804 2.870
H 3.087 -0.381 3.499
H -2.927 -1.838 -1.019
H -1.883 3.474 -6.445
H -1.093 1.944 -6.121
H 2.428 0.163 5.054
H -3.532 4.928 -4.083
H 1.389 2.136 3.831
H 5.147 0.927 -0.493
H -0.375 4.097 -2.415
H 3.121 -2.725 3.771
H 4.393 0.750 1.891
H -4.584 -1.074 -2.730
H 0.478 3.599 -3.859
H 3.165 2.152 3.798
H -4.117 1.025 -3.966
H -4.403 -1.551 1.709
H 4.016 -1.388 2.070
H 4.533 -3.045 1.671
H -0.550 5.022 -3.900
H 0.078 -2.836 3.906
H -2.256 -3.063 3.700
H 4.467 2.447 1.375
H 5.225 -1.549 -0.146
H -3.518 4.238 -2.473
H 2.058 -4.132 3.589
H 3.942 -2.644 -0.715

- HOMO (alpha / beta) (eV) = -8.448 / -8.448
- total charge = 0
- LUMO energy (alpha / beta) (eV) = 0.2 / -2.1
- energy above the lowest of the compared OMol25 structures with the same formula, charge and spin (kcal per mole) = 23.26
- expectation value of S² = 0.765
- multiplicity = 2
- M (g mol⁻¹) = 923.170
- E_tot (eV) = -178623.002

These are the Mulliken partial charges, in e, on atoms 1 to 6: atom 1 (Sb): 2.26, atom 2 (Ca): -0.09, atom 3 (Cl): -0.14, atom 4 (Cl): -0.14, atom 5 (Cl): -0.13, atom 6 (S): 0.35

4.
Formula: C20H34Cl2F3N2O5
Source: the Open Molecules 2025 dataset
Level of theory: wB97M-V/def2-TZVPD

Atoms and positions in Å:
Cl 1.551 -5.626 4.056
Cl 3.062 -2.561 4.197
F -2.005 5.549 -4.675
F -1.963 6.003 -2.331
F -3.839 4.774 -3.260
O -0.567 3.644 -1.928
O -0.728 0.017 2.682
O -0.254 -1.096 2.161
O 4.455 0.214 1.064
O -4.447 -1.366 0.140
N -0.045 -1.169 -1.338
N 0.255 -0.656 -2.551
C -2.349 4.943 -3.334
C 2.109 -2.637 -1.917
C 0.832 -2.378 -0.930
C -2.662 2.317 -2.727
C 1.169 -4.291 5.173
C -3.293 0.931 0.349
C -2.089 0.439 -0.657
C -1.254 -1.613 1.169
C 3.788 1.396 1.663
C -1.559 3.532 -3.040
C -5.199 0.363 -1.514
C 3.960 1.358 3.321
C -1.056 -0.823 -0.285
C -0.553 0.474 -3.063
C 1.350 -2.929 4.523
C -1.760 1.058 -2.140
C 3.084 -0.196 -1.035
C 4.536 0.369 -0.426
C 3.406 -1.667 -1.669
C -4.669 0.093 0.019
H 0.022 0.666 2.871
H 4.731 1.492 -0.688
H 1.831 -2.693 -3.077
H 2.489 -3.743 -1.667
H -3.123 2.049 -3.788
H 0.132 -3.302 -0.757
H 3.788 0.235 3.635
H -2.960 0.676 1.459
H 2.346 -0.182 -0.128
H 1.290 -2.071 0.129
H -5.332 1.516 -1.673
H -0.329 0.933 -4.117
H -5.517 0.386 0.805
H 1.799 -4.401 6.061
H 0.126 -4.422 5.477
H 3.183 2.066 3.855
H -4.414 -0.086 -2.278
H -0.934 3.249 -4.014
H 5.426 -0.356 -0.750
H 0.980 -2.146 5.192
H 4.132 2.417 1.203
H 0.802 -2.857 3.579
H 5.075 1.616 3.576
H 3.897 -1.488 -2.742
H -3.433 2.106 0.298
H 2.806 0.548 -1.905
H -2.309 -1.396 1.654
H -1.157 -2.774 1.068
H -4.741 -1.815 -0.728
H 4.262 -2.212 -1.039
H -1.040 3.761 -1.047
H -6.245 -0.153 -1.717
H -3.462 2.619 -1.927
H 2.613 1.297 1.479

- HOMO (eV) = -11.823
- total charge = +1
- LUMO energy (eV) = -4.7
- M (g mol⁻¹) = 510.401
- E_tot (eV) = -67683.649

These are the Mulliken partial charges, in e, on atoms 1 to 6: atom 1 (Cl): -0.19, atom 2 (Cl): -0.19, atom 3 (F): -0.26, atom 4 (F): -0.25, atom 5 (F): -0.25, atom 6 (O): -0.48

5.
Formula: C20H34ClINO12P2S2
Source: the Open Molecules 2025 dataset
Level of theory: wB97M-V/def2-TZVPD

Atoms and positions in Å:
I 0.705 -2.426 4.407
Cl 2.154 2.057 -2.447
S -3.302 1.165 3.228
S 6.871 -0.166 0.618
P 1.131 3.285 -1.012
P -1.791 -0.096 3.126
O -6.976 0.566 -5.167
O 7.222 0.311 -0.782
O 1.060 -3.457 -2.817
O -6.281 0.496 -3.106
O -0.373 3.643 -1.729
O -2.311 2.846 0.296
O 8.080 -0.430 1.477
O -0.601 -3.658 -1.274
O -2.207 0.618 -0.463
O -4.925 1.423 -4.683
O 6.035 -1.618 0.456
O 1.160 -4.923 -1.082
N 2.322 1.163 2.528
C 5.700 1.062 1.439
C -5.953 0.877 -4.353
C -0.336 1.532 1.087
C 0.957 2.210 0.538
C -5.307 0.788 -2.097
C 2.330 0.166 6.855
C 1.105 0.437 5.814
C -0.214 0.673 2.424
C 0.591 -3.956 -1.822
C -6.789 0.986 -6.518
C 1.460 -0.382 4.438
C 1.161 0.479 3.123
C -2.078 -3.262 -3.160
C 2.407 -5.389 -1.599
C 4.694 1.593 0.283
C 2.290 1.991 1.353
C -1.366 -2.661 -1.964
C -1.722 1.730 0.288
C 3.694 2.688 0.919
C -5.398 2.239 -1.666
H 5.083 -1.451 0.686
H -0.266 3.444 -2.694
H 5.278 2.127 -0.565
H -4.301 0.530 -2.438
H -5.132 2.911 -2.487
H 4.168 3.024 1.925
H 3.238 1.055 3.016
H 2.355 0.951 7.708
H -6.420 2.489 -1.369
H -2.739 -2.527 -3.626
H -5.533 0.141 -1.244
H -7.596 0.561 -7.116
H -2.670 -4.130 -2.859
H -4.726 2.437 -0.829
H 3.548 3.639 0.306
H -0.735 -1.815 -2.253
H -2.105 -2.283 -1.252
H 2.240 -5.954 -2.519
H 3.362 0.280 6.332
H 3.098 -4.562 -1.776
H -1.592 -0.538 4.496
H -6.846 2.075 -6.581
H -5.838 0.627 -6.917
H -2.114 -0.222 0.060
H 0.080 0.177 6.239
H 2.614 -0.505 4.486
H 2.849 -6.055 -0.857
H 1.212 1.555 5.523
H 5.183 0.503 2.291
H -2.154 -1.214 2.274
H 2.263 -0.909 7.234
H 6.341 1.904 1.890
H -1.364 -3.608 -3.911
H 4.022 0.744 -0.132

- HOMO (eV) = -11.887
- total charge = +1
- LUMO energy (eV) = -5.6
- energy above the lowest of the compared OMol25 structures with the same formula, charge and spin (kcal per mole) = 160.57
- M (g mol⁻¹) = 768.926
- E_tot (eV) = -108209.937

These are the Mulliken partial charges, in e, on atoms 1 to 6: atom 1 (I): 0.27, atom 2 (Cl): -0.23, atom 3 (S): -0.30, atom 4 (S): 1.20, atom 5 (P): 0.10, atom 6 (P): 0.16

6.
Formula: C20H34F3NO13Si
Source: the Open Molecules 2025 dataset
Level of theory: wB97M-V/def2-TZVPD

Atoms and positions in Å:
Si -3.470 -1.726 -2.975
F -5.862 -3.088 -2.105
F -4.330 -2.313 -0.308
F -5.720 -0.782 -1.512
O 4.536 4.086 2.269
O 0.053 0.600 -2.239
O 2.605 4.831 3.251
O -10.959 -5.702 -0.947
O -10.772 -6.334 1.246
O 2.854 2.887 -1.527
O 1.574 3.262 -3.388
O 3.686 2.396 -3.563
O -9.731 -4.448 0.468
O 2.552 2.986 1.956
O 6.728 -0.545 0.856
O 4.616 0.322 1.032
O 5.896 -0.053 2.893
N 0.182 -2.392 -1.125
C 1.310 3.071 2.633
C -9.272 -2.500 -0.892
C -10.510 -5.564 0.337
C -10.654 -4.486 -1.607
C -2.211 -0.538 -2.134
C -9.453 -4.004 -0.850
C 2.611 2.882 -2.872
C 7.075 -0.819 3.085
C 3.339 3.978 2.473
C 0.154 -1.904 -2.575
C 4.753 2.317 -2.634
C 0.388 4.802 4.218
C 4.032 2.121 -1.335
C 7.852 -0.332 4.290
C -0.711 -0.528 -2.796
C 5.653 -0.059 1.548
C -4.899 -2.040 -1.672
C 4.810 2.608 -0.130
C 1.244 4.522 3.000
C 7.795 -0.623 1.785
H 0.489 2.769 1.977
H -9.133 -2.147 -1.918
H 5.019 3.681 -0.199
H 5.756 2.069 -0.025
H 0.415 -3.426 -1.223
H 8.458 -1.459 1.546
H 5.324 3.252 -2.682
H -8.537 -4.503 -1.188
H -0.830 -0.341 -3.948
H 1.285 -1.640 -2.837
H -4.088 -1.016 -4.086
H -0.043 1.433 -2.791
H 3.735 1.075 -1.194
H 7.265 -0.476 5.203
H 4.222 2.464 0.783
H -10.132 -1.984 -0.453
H 0.909 5.136 2.155
H 8.061 0.741 4.221
H -10.437 -4.662 -2.664
H -0.149 -2.771 -3.335
H 8.798 -0.871 4.395
H -2.128 -0.718 -0.957
H -2.652 0.566 -2.234
H 0.401 5.872 4.452
H 8.366 0.312 1.737
H -2.944 -3.035 -3.337
H 1.342 2.400 3.499
H 0.775 4.285 5.103
H 1.079 -1.977 -0.732
H -11.520 -3.820 -1.525
H 5.416 1.481 -2.874
H -0.648 4.494 4.053
H 6.777 -1.865 3.226
H -8.398 -2.208 -0.301

- HOMO (eV) = -9.713
- total charge = 0
- LUMO energy (eV) = 0.5
- M (g mol⁻¹) = 581.566
- structure (SMILES) = NC[C@H](O)C[SiH2]C(F)(F)F.C[C@@H]1COC(=O)O1.C[C@@H]1COC(=O)O1.C[C@@H]1COC(=O)O1.C[C@@H]1COC(=O)O1
- E_tot (eV) = -65427.167

These are the Mulliken partial charges, in e, on atoms 1 to 6: atom 1 (Si): 0.28, atom 2 (F): -0.21, atom 3 (F): -0.26, atom 4 (F): -0.28, atom 5 (O): -0.56, atom 6 (O): -0.43

F_max, record by record: 1.1 3.2 3.3 6.0 6.4 4.6 eV/Å